No. 1
C3H4N3 | wB97M-V/def2-TZVPD

Computed properties:
SMILES: C=C1N=NC=[NH+]1
Charge: +1
LUMO level (eV): -7.06
Frontier orbital gap (eV): 8.43

Positions of all 10 atoms, in Å:
C (0.60554, 0.99273, 1.04652)
C (0.23822, -0.22622, 0.57759)
N (0.02785, -1.16589, 1.52492)
N (-0.50422, -2.14657, 1.04155)
C (-0.81577, -1.87152, -0.35910)
N (-0.37369, -0.69073, -0.61694)
H (0.74168, 1.98083, 0.60718)
H (0.64372, 1.01948, 2.17037)
H (-1.47334, -2.44171, -0.97297)
H (-0.19225, -0.32756, -1.59771)

Forces on atoms 1 to 2 (eV/Å):
C -0.397 0.144 1.118
C -0.060 2.987 -0.165

No. 2
C40H48AsN7O2TeTi | wB97M-V/def2-TZVPD

Computed properties:
Charge: +2
LUMO level (spin up / spin down) (eV): -5.92 / -6.20
2S+1: 3
Frontier orbital gap (spin up / spin down) (eV): 6.17 / 6.97
<S²>: 2.027

Positions of all 100 atoms, in Å:
Ti (-0.12524, -0.22154, -0.02233)
C (1.20607, -3.53269, 2.82544)
O (0.55253, -2.39991, 3.48366)
C (0.24936, -1.54639, 2.52825)
N (0.60009, -1.80677, 1.30848)
C (1.41314, -3.04588, 1.37527)
C (1.11170, -4.09459, 0.33994)
C (1.79549, -5.30748, 0.43838)
C (1.61189, -6.29705, -0.51202)
C (0.74252, -6.08699, -1.57737)
C (0.05276, -4.88985, -1.67266)
C (0.23791, -3.90011, -0.71423)
C (-0.48482, -0.32020, 2.85780)
C (-0.88927, 0.10583, 4.10500)
C (-1.60337, 1.29949, 4.21117)
C (-1.90194, 2.02214, 3.05575)
C (-1.46925, 1.54440, 1.83710)
N (-0.74647, 0.39314, 1.72875)
C (-1.66200, 2.15719, 0.51859)
N (-1.15055, 1.61487, -0.54243)
C (-1.34902, 2.59215, -1.63858)
C (-2.33152, 3.61180, -1.02432)
O (-2.32489, 3.28671, 0.40516)
C (-1.79243, 2.03080, -2.95967)
C (-1.70815, 2.86506, -4.07524)
C (-2.10387, 2.41064, -5.32119)
C (-2.57525, 1.10908, -5.47170)
C (-2.65539, 0.27676, -4.36773)
C (-2.26968, 0.74167, -3.11475)
H (0.52848, -4.38259, 2.89726)
H (2.12405, -3.73482, 3.36954)
H (2.45517, -2.73769, 1.23200)
H (2.49193, -5.48270, 1.24963)
H (2.14801, -7.23125, -0.42513)
H (0.59989, -6.85923, -2.31933)
H (-0.63763, -4.72453, -2.49103)
H (-0.34490, -2.98640, -0.77407)
H (-0.65721, -0.48451, 4.98026)
H (-1.92692, 1.65624, 5.17712)
H (-2.46398, 2.94438, 3.10619)
H (-0.37891, 3.06971, -1.81135)
H (-3.35299, 3.49548, -1.38348)
H (-2.01342, 4.64608, -1.11300)
H (-1.32140, 3.87241, -3.97531)
H (-2.04030, 3.06660, -6.17739)
H (-2.87699, 0.75168, -6.44595)
H (-3.01659, -0.73726, -4.47833)
H (-2.33381, 0.08653, -2.25300)
C (-4.15107, -1.24900, -1.09184)
As (-2.62208, -1.64079, 0.04097)
C (-2.69127, -3.57761, -0.01951)
C (-3.45696, -1.39106, 1.78419)
H (-5.02538, -1.72037, -0.64237)
H (-3.98888, -1.66450, -2.08583)
H (-4.32287, -0.17814, -1.18045)
H (-3.69575, -3.88713, 0.27019)
H (-1.96282, -4.01105, 0.66395)
H (-2.47514, -3.93198, -1.02761)
H (-4.42987, -1.88250, 1.75632)
H (-3.59418, -0.33467, 2.01471)
H (-2.85230, -1.85372, 2.56378)
C (2.05018, 1.57850, 1.50616)
N (1.86258, 0.88249, 0.18559)
C (3.02325, -0.07000, 0.05461)
N (4.30158, 0.58575, 0.14133)
C (4.39575, 1.25203, 1.44271)
N (3.32745, 2.23949, 1.61150)
C (3.44540, 3.22885, 0.53850)
N (3.33369, 2.59723, -0.77853)
C (2.05582, 1.94217, -0.86780)
C (4.39420, 1.59697, -0.91274)
H (1.95970, 0.82566, 2.29511)
H (1.24481, 2.31166, 1.61424)
H (2.91804, -0.58457, -0.90219)
H (2.93429, -0.79230, 0.86660)
H (5.35963, 1.75324, 1.52143)
H (4.32539, 0.50435, 2.23515)
H (4.41057, 3.72742, 0.61734)
H (2.65671, 3.97595, 0.64724)
H (1.93811, 1.46254, -1.84368)
H (1.26433, 2.67962, -0.72426)
H (5.36286, 2.09131, -0.85064)
H (4.31195, 1.11182, -1.88789)
C (2.31116, -1.95901, -3.28348)
Te (0.44813, -1.03336, -2.81545)
C (1.00928, 0.29536, -4.38103)
C (1.76712, -0.61889, -5.31349)
C (1.82530, -0.37892, -6.67838)
C (2.53148, -1.24204, -7.50464)
C (3.17014, -2.34945, -6.96815)
C (3.10640, -2.59982, -5.60468)
C (2.40952, -1.73523, -4.77347)
H (2.29961, -3.00388, -2.98484)
H (3.10291, -1.43769, -2.74461)
H (1.63757, 1.08044, -3.95691)
H (0.11840, 0.74058, -4.81625)
H (1.31647, 0.47840, -7.09897)
H (2.57327, -1.05464, -8.56776)
H (3.71114, -3.02662, -7.61388)
H (3.59676, -3.47060, -5.19078)

Forces on atoms 1 to 2 (eV/Å):
Ti 0.658 -0.322 -1.401
C -0.118 0.112 0.081

No. 3
C55H37BrCrF4N3O2PS2 | wB97M-V/def2-TZVPD

Computed properties:
Charge: -1
LUMO level (spin up / spin down) (eV): 1.96 / 1.96
2S+1: 2
Frontier orbital gap (spin up / spin down) (eV): 5.85 / 5.86
<S²>: 0.760

Positions of all 106 atoms, in Å:
Cr (-0.10938, 0.51185, -0.69328)
O (-1.79091, -0.08693, -0.78751)
C (-2.31886, -1.33599, -1.12665)
C (-1.50291, -2.39299, -0.36771)
C (-0.04427, -2.50301, -0.71739)
C (0.54265, -3.76188, -0.65136)
C (1.88265, -3.90892, -0.93596)
C (2.60055, -2.78752, -1.30260)
C (1.97349, -1.54970, -1.35276)
C (2.75728, -0.34837, -1.78217)
C (2.85924, 0.77161, -0.72733)
O (1.58737, 1.11107, -0.26480)
C (3.72609, 0.39032, 0.48298)
C (4.71397, -0.58856, 0.45258)
C (5.45023, -0.89228, 1.59230)
C (5.22166, -0.21117, 2.77767)
C (4.26282, 0.79283, 2.80830)
C (3.53091, 1.08862, 1.67110)
C (3.50219, 2.01247, -1.36727)
C (2.98975, 3.26960, -1.06404)
C (3.55513, 4.41467, -1.60076)
C (4.64853, 4.32125, -2.45094)
C (5.16607, 3.07314, -2.75796)
C (4.59702, 1.92701, -2.21815)
N (0.66721, -1.40917, -1.03820)
C (-3.76528, -1.38548, -0.61835)
C (-4.49411, -2.57227, -0.68267)
C (-5.80526, -2.62178, -0.23917)
C (-6.41460, -1.47349, 0.25443)
C (-5.70161, -0.28629, 0.29220)
C (-4.37970, -0.23988, -0.13446)
C (-2.34958, -1.53641, -2.64184)
C (-2.97328, -0.54727, -3.39802)
C (-3.04686, -0.65360, -4.77503)
C (-2.50465, -1.75870, -5.41998)
C (-1.90316, -2.75803, -4.67428)
C (-1.82860, -2.64812, -3.28929)
H (-1.95110, -3.38086, -0.48092)
H (-1.58922, -2.13546, 0.68970)
H (-0.07137, -4.60910, -0.37680)
H (2.35858, -4.87990, -0.87974)
H (3.64849, -2.85340, -1.55885)
H (2.28003, 0.08232, -2.66271)
H (3.74216, -0.68686, -2.09604)
H (4.92199, -1.13222, -0.45906)
H (6.20636, -1.66726, 1.54885)
H (5.79010, -0.45455, 3.66647)
H (4.08219, 1.34380, 3.72411)
H (2.78265, 1.86906, 1.68491)
H (2.11408, 3.33649, -0.43478)
H (3.12671, 5.38152, -1.36723)
H (5.08494, 5.21372, -2.88133)
H (6.01128, 2.98472, -3.42938)
H (5.02130, 0.96493, -2.47707)
H (-4.04085, -3.45837, -1.11418)
H (-6.35939, -3.55104, -0.29601)
H (-7.44457, -1.50448, 0.58864)
H (-6.17406, 0.61963, 0.65270)
H (-3.82402, 0.68900, -0.12662)
H (-3.37149, 0.32779, -2.89555)
H (-3.50795, 0.14006, -5.34963)
H (-2.53960, -1.82724, -6.49985)
H (-1.47717, -3.62425, -5.16631)
H (-1.35046, -3.44567, -2.73511)
F (2.13044, 5.39988, 3.48658)
C (1.52722, 4.25748, 3.16836)
C (1.57229, 3.19082, 4.04084)
F (2.21857, 3.30335, 5.20364)
C (0.94087, 2.00362, 3.70196)
F (1.00617, 1.02508, 4.61195)
C (0.29163, 1.84304, 2.49034)
P (-0.37901, 0.25358, 1.84362)
C (-2.08182, 0.22414, 2.50732)
C (-2.77753, 1.41545, 2.70370)
C (-4.10393, 1.39971, 3.11016)
C (-4.75686, 0.19449, 3.31828)
C (-4.07873, -0.99684, 3.11340)
C (-2.75374, -0.98144, 2.70865)
C (0.47667, -1.07853, 2.76342)
C (1.53630, -1.70513, 2.11660)
C (2.23661, -2.73756, 2.72820)
C (1.86651, -3.16573, 3.99095)
C (0.80536, -2.55005, 4.64768)
C (0.11949, -1.51283, 4.04166)
C (0.22787, 2.94425, 1.62955)
Br (-0.85589, 2.92131, 0.00028)
C (0.83757, 4.13127, 1.97238)
F (0.78828, 5.19940, 1.17090)
H (-2.29051, 2.36627, 2.53090)
H (-4.62764, 2.33630, 3.25333)
H (-5.79515, 0.18291, 3.62449)
H (-4.58553, -1.94361, 3.25060)
H (-2.24046, -1.92246, 2.56092)
H (1.83556, -1.37441, 1.13359)
H (3.06843, -3.19538, 2.20791)
H (2.40378, -3.97446, 4.47113)
H (0.51946, -2.87338, 5.64075)
H (-0.68699, -1.02596, 4.57303)
S (0.18835, 1.07945, -3.02734)
C (-1.00034, 1.96839, -3.97012)
C (-0.68638, 1.83808, -5.36783)
N (-0.40585, 1.70935, -6.47841)
C (-2.09844, 2.69844, -3.63159)
S (-2.77098, 3.04648, -2.07569)
C (-2.87016, 3.24762, -4.72256)
N (-3.52284, 3.68867, -5.56340)

Forces on atoms 1 to 2 (eV/Å):
Cr 0.029 0.224 -0.727
O -0.065 -0.117 0.137

No. 4
C31H59BrFN4O11 | wB97M-V/def2-TZVPD

Computed properties:
Charge: +1
LUMO level (eV): -2.95
Frontier orbital gap (eV): 8.97

Positions of all 107 atoms, in Å:
C (2.55511, -4.57867, -1.47996)
C (2.12805, -3.44910, -2.40078)
C (1.57963, -3.98876, -3.72316)
C (1.35644, -2.92053, -4.78085)
C (0.48353, -1.75441, -4.28826)
C (1.23815, -0.44035, -4.25162)
C (0.44106, 0.71927, -3.64771)
N (0.05402, 0.45042, -2.25875)
C (0.78988, 0.65661, -1.15010)
C (2.14267, 1.23251, -1.07336)
C (3.27768, 0.20313, -1.24867)
C (4.48224, 0.62375, -0.40734)
C (5.78064, -0.08470, -0.80040)
O (6.18406, -1.10028, 0.10424)
C (5.14115, -2.02936, 0.35314)
N (0.12911, 0.24751, -0.06240)
C (-1.04524, -0.19535, -0.49544)
N (-1.99391, -0.65966, 0.32622)
C (-1.79908, -0.73430, 1.76028)
F (-0.77222, -1.59631, 2.02770)
C (-3.07704, -1.19372, 2.41882)
C (-3.41758, -2.64583, 2.10546)
N (-1.13670, -0.07739, -1.85335)
C (-2.25937, -0.39691, -2.67725)
C (-2.78382, 0.85431, -3.39978)
O (-2.55472, 1.97244, -3.00073)
Br (-3.81529, 0.47586, -4.98004)
H (3.20797, -5.26988, -2.00240)
H (3.08186, -4.21532, -0.60482)
H (1.68673, -5.13046, -1.13594)
H (1.33401, -2.89855, -1.89330)
H (2.93707, -2.73937, -2.56238)
H (2.26880, -4.74374, -4.08588)
H (0.64255, -4.49879, -3.50826)
H (0.88072, -3.36395, -5.64681)
H (2.32487, -2.54451, -5.10200)
H (0.08753, -2.00783, -3.30909)
H (-0.38261, -1.67217, -4.94477)
H (2.13841, -0.59134, -3.66708)
H (1.47074, -0.15871, -5.27308)
H (1.05949, 1.60289, -3.65122)
H (-0.43221, 0.88829, -4.26418)
H (2.21307, 1.65004, -0.07571)
H (2.24995, 2.06934, -1.75339)
H (3.57363, 0.21322, -2.29262)
H (2.95191, -0.80230, -1.00374)
H (4.23128, 0.49828, 0.63940)
H (4.62294, 1.68697, -0.57954)
H (5.76943, -0.46751, -1.82315)
H (6.56774, 0.65937, -0.75572)
H (4.44086, -1.65412, 1.09584)
H (5.59773, -2.92077, 0.76265)
H (4.62077, -2.25912, -0.57406)
H (-2.87510, -0.98436, -0.02441)
H (-1.51828, 0.24969, 2.12327)
H (-2.99261, -1.02584, 3.48427)
H (-3.86987, -0.55616, 2.03619)
H (-3.61865, -2.77274, 1.04735)
H (-4.33304, -2.88923, 2.62943)
H (-2.63748, -3.31700, 2.43285)
H (-3.07379, -0.72683, -2.04832)
H (-2.06575, -1.17317, -3.40918)
C (-4.53674, 4.19230, -1.86509)
C (-5.40617, 4.07071, -3.09585)
O (-6.79337, 3.97880, -2.75569)
C (-7.38033, 5.14349, -2.46831)
O (-6.85462, 6.22311, -2.50374)
O (-8.64996, 4.89912, -2.16247)
C (-9.40427, 6.06027, -1.79789)
H (-4.74511, 3.37767, -1.16805)
H (-3.48575, 4.15816, -2.14557)
H (-4.72243, 5.12870, -1.34011)
H (-5.16754, 3.14413, -3.61874)
H (-5.24266, 4.89404, -3.78983)
H (-9.32036, 6.83321, -2.55753)
H (-9.06518, 6.44176, -0.83652)
H (-10.43850, 5.74077, -1.71704)
C (-6.63924, -6.47279, 6.68291)
C (-7.20886, -5.07264, 6.75473)
O (-6.40299, -4.21598, 7.57915)
C (-5.30980, -3.72935, 7.00703)
O (-4.95651, -3.91430, 5.86985)
O (-4.66573, -2.99183, 7.91003)
C (-3.43064, -2.43983, 7.45658)
H (-6.49346, -6.87559, 7.68542)
H (-7.31646, -7.12819, 6.13610)
H (-5.67362, -6.47701, 6.17846)
H (-8.18782, -5.08560, 7.22886)
H (-7.32298, -4.63350, 5.76432)
H (-3.56689, -1.89160, 6.52665)
H (-2.69164, -3.22807, 7.32144)
H (-3.09504, -1.75882, 8.23271)
C (8.11667, 6.57758, 1.19728)
C (8.79063, 5.72599, 0.14317)
O (9.50715, 4.62934, 0.72896)
C (8.76966, 3.58384, 1.08516)
O (7.57917, 3.46693, 0.93686)
O (9.57113, 2.68079, 1.64126)
C (8.89436, 1.52488, 2.14005)
H (8.84211, 6.90400, 1.94269)
H (7.66335, 7.45669, 0.73988)
H (7.33797, 6.01711, 1.71349)
H (9.54176, 6.30599, -0.38879)
H (8.07581, 5.35285, -0.58956)
H (8.25595, 1.08452, 1.37742)
H (8.30417, 1.78749, 3.01671)
H (9.65564, 0.80639, 2.42750)

Forces on atoms 1 to 2 (eV/Å):
C 0.070 0.095 -0.042
C -0.378 -0.185 0.056

No. 5
C4H10N2 | wB97M-V/def2-TZVPD

Computed properties:
Charge: -1
LUMO level (spin up / spin down) (eV): 4.05 / 4.12
2S+1: 2
Frontier orbital gap (spin up / spin down) (eV): 2.69 / 10.04
<S²>: 0.750

Positions of all 16 atoms, in Å:
C (2.78810, -0.69809, 0.41419)
C (2.09533, 0.06531, 1.49876)
C (1.28347, -0.48862, 2.38459)
H (3.74204, -0.20959, 0.18529)
H (2.27016, -0.68715, -0.55096)
H (3.00479, -1.74608, 0.62144)
H (2.29599, 1.12078, 1.45590)
H (0.75399, 0.06602, 3.14734)
H (0.87193, -1.46077, 2.13856)
N (-1.40492, 0.59227, -0.38980)
C (-2.36862, 0.66115, -1.38812)
N (-2.46436, -0.09347, -2.40829)
H (-1.07649, -0.36698, -0.42718)
H (-0.67158, 1.29592, -0.32084)
H (-3.25220, 1.26200, -1.13129)
H (-3.23502, 0.26347, -2.97185)

Forces on atoms 1 to 2 (eV/Å):
C 0.424 0.093 -0.814
C 0.137 -0.525 -0.297

> charge of number 4 (C31H59BrFN4O11)?

+1

> Which formula does entry 2 have?

C40H48AsN7O2TeTi

> charge of number 4 (C31H59BrFN4O11)?

+1